# 1
A single C10H8O3 molecule at a distorted geometry. Source: the OMol25 dataset; level of theory: wB97M-V/def2-TZVPD.

ORCA input file:
```
! wB97M-V def2-TZVPD RIJCOSX def2/J DEFGRID3
* xyz 0 1
H 2.680 1.122 0.293
C -0.357 -0.908 2.076
H -0.518 -0.931 3.292
O -2.413 -2.091 1.538
C -0.497 -0.086 -0.692
H -4.281 -0.957 0.881
H 1.544 -0.102 2.049
H 4.355 1.784 -1.454
H -0.712 0.504 -1.640
C 0.669 -0.267 1.444
H 1.116 1.761 -2.347
C 0.590 0.313 0.171
C 1.870 1.021 -0.433
H -3.964 -2.631 0.350
O -2.699 -1.245 -0.532
C -1.504 -0.820 -0.059
C -1.386 -1.171 1.252
C 2.035 1.654 -1.667
C 3.397 2.077 -2.044
O 3.524 2.699 -3.045
C -3.448 -1.724 0.568
*
```

## Properties
frontier orbital gap	8.3	eV
total energy	-16638.80064	eV
maximum force	0.0811	hartree/bohr
SMILES string	O=C/C=C/c1ccc2c(c1)OCO2
energy above the lowest of the compared OMol25 structures with the same formula, charge and spin	77.34	kcal per mole

Atomic partial charges in e from the Löwdin method, atoms 1 to 6: H 0.096; C -0.012; H 0.194; O 0.014; C 0.071; H 0.167

# 2
A molecular structure, C10H9Br2CaNO at a distorted geometry. Source: the OMol25 dataset; level of theory: wB97M-V/def2-TZVPD.

ORCA input file:
```
! wB97M-V def2-TZVPD RIJCOSX def2/J DEFGRID3
* xyz 0 1
C -1.499 1.543 -0.530
Br -2.432 4.011 -1.715
H 0.492 3.890 -2.073
H 1.639 -2.475 2.703
O 1.767 -0.135 -0.464
C -3.112 0.039 0.472
H -2.233 -1.806 1.267
N -0.801 -0.617 0.363
H -4.127 -0.224 0.765
Br 3.035 2.344 -1.764
C -1.094 2.718 -1.230
C -2.069 -0.858 0.746
C -0.491 0.592 -0.203
C 0.236 2.965 -1.568
C 2.920 -3.350 0.763
C 1.237 2.038 -1.271
Ca 1.020 -2.137 -0.042
H 1.240 -1.793 2.660
H 2.857 -4.186 1.469
H 3.791 -2.750 1.066
C 0.898 0.816 -0.621
H 3.162 -3.799 -0.222
H -3.608 1.943 -0.402
C -2.825 1.228 -0.171
*
```

## Properties
frontier orbital gap	6.7	eV
total energy	-172576.71767	eV
maximum force	0.0301	hartree/bohr

Atomic partial charges in e from the Löwdin method, atoms 1 to 6: C -0.199; Br 0.732; H 0.098; H 0.042; O -0.308; C -0.049

# 3
A molecular structure, C10H9Br4F6MnN3O6S2. Source: the OMol25 dataset; level of theory: wB97M-V/def2-TZVPD.

ORCA input file:
```
! wB97M-V def2-TZVPD RIJCOSX def2/J DEFGRID3
* xyz 0 2
C 1.290 3.567 -0.913
S -3.162 -1.052 -1.325
C 2.539 3.908 -0.377
C -1.131 -4.412 -1.933
Br 2.962 5.727 -0.119
N -2.778 -2.538 -1.029
H -0.531 1.581 2.113
O -4.531 -0.804 -1.060
C -2.932 -0.826 -3.148
F 0.040 -5.000 -1.724
H 1.943 0.275 3.373
F -3.511 0.280 -3.559
O 1.483 -0.037 -0.944
N -0.016 -0.366 1.522
H 0.606 -0.685 4.928
Br 5.119 3.365 0.734
O -2.181 -0.088 -0.812
H 1.084 1.432 1.418
H -0.246 -0.981 2.317
O -0.267 -2.091 -1.087
F -2.105 -5.293 -1.777
H -0.662 0.311 4.685
S -1.314 -3.039 -0.717
F -1.166 -3.924 -3.168
N 0.092 -0.179 4.220
C 0.369 0.967 2.087
C 0.958 0.733 3.473
O -1.194 -3.626 0.576
C 0.958 2.234 -1.116
C 1.911 1.232 -0.788
H 0.731 -0.761 0.932
Mn -0.248 -0.072 -1.633
H -0.835 -0.289 0.906
C 3.452 2.921 -0.026
Br 4.241 0.154 0.318
O -0.235 1.812 -1.512
F -1.583 -0.702 -3.367
Br -0.020 4.844 -1.347
C 3.126 1.572 -0.228
H 1.104 1.707 3.946
F -3.360 -1.858 -3.841
*
```

## Properties
frontier orbital gap (spin up / spin down)	7.7 / 7.8	eV
total energy	-376735.22577	eV
maximum force	0.0089	hartree/bohr

Atomic partial charges in e from the Löwdin method, atoms 1 to 6: C -0.657; S 0.644; C -0.757; C -0.687; Br 0.716; N -0.267

# 4
A single C10H9BrN2O2S2 molecule. Source: the OMol25 dataset; level of theory: wB97M-V/def2-TZVPD.

ORCA input file:
```
! wB97M-V def2-TZVPD RIJCOSX def2/J DEFGRID3
* xyz 0 1
N 2.290 0.562 -0.360
S -1.235 -1.293 -1.333
N -1.699 -0.231 1.886
H 0.158 1.804 -2.559
C -0.475 0.992 -2.250
C 1.482 1.291 0.602
S 1.654 -0.657 -1.295
H 2.891 1.142 -0.923
H -2.456 1.803 -2.782
H -1.995 -1.957 2.924
H 2.076 -0.978 1.993
C -0.002 -0.162 -1.701
C -1.242 -1.316 2.486
O 1.518 -1.854 -0.528
C -0.827 0.580 1.316
H 0.903 2.092 0.117
C 1.018 -0.773 1.968
Br -4.230 -0.607 -1.892
O 2.460 -0.674 -2.475
C 0.108 -1.628 2.564
C -1.878 0.992 -2.378
H -1.250 1.454 0.833
C -2.419 -0.174 -1.920
H 2.167 1.753 1.324
H 0.439 -2.520 3.072
C 0.545 0.359 1.311
*
```

## Properties
frontier orbital gap	9.4	eV
total energy	-109303.09407	eV
maximum force	0.0158	hartree/bohr
SMILES string	O=S(=O)(NCc1cccnc1)c1ccc(Br)s1

Atomic partial charges in e from the Löwdin method, atoms 1 to 6: N -0.122; S 1.048; N 0.065; H 0.121; C -0.145; C -0.185

# 5
2 unconnected molecules or ions with the total composition C10H9BrO at a distorted geometry. Source: the OMol25 dataset; level of theory: wB97M-V/def2-TZVPD.

ORCA input file:
```
! wB97M-V def2-TZVPD RIJCOSX def2/J DEFGRID3
* xyz 0 1
C 0.253 -1.742 -1.117
H -2.698 0.598 1.977
C 1.151 -0.792 -0.632
C 2.595 1.368 0.282
C -1.789 -0.040 -0.071
H -4.017 0.127 -0.098
Br -1.286 1.634 -0.756
C -3.223 -0.527 0.028
H -2.150 -1.154 1.856
C 2.170 0.384 1.166
H 1.127 0.252 -2.517
H 2.366 2.181 -1.699
H -3.578 -1.552 -0.083
H 2.284 0.455 2.276
C -2.407 -0.283 1.201
C 1.572 0.175 -1.606
H 1.114 -1.468 1.344
O -0.331 -2.569 -1.700
H 3.322 2.279 0.487
C 2.195 1.298 -1.065
C 1.328 -0.626 0.726
*
```

## Properties
frontier orbital gap (spin up / spin down)	7.9 / 5.8	eV
total energy	-82599.81246	eV
maximum force	0.1140	hartree/bohr
energy above the lowest of the compared OMol25 structures with the same formula, charge and spin	116.55	kcal per mole

Atomic partial charges in e from the Löwdin method, atoms 1 to 6: C -0.074; H 0.151; C -0.266; C -0.105; C -0.675; H 0.068

> Look up the total energy of the first one.

-16638.80064 eV